Here is an isolated molecule of C5H8O2 in a non-equilibrium geometry from OMol25. Energies are from ωB97M-V with the def2-TZVPD basis set.

Cartesian coordinates (Å):
C 1.626 -0.514 0.163
C 0.377 0.247 0.580
C -1.005 -0.499 0.473
O -1.025 -1.760 -0.143
C -1.621 0.426 -0.511
O -0.659 0.647 -1.526
C -0.125 1.312 -0.382
H 2.518 0.120 0.250
H 1.554 -0.851 -0.877
H 1.766 -1.397 0.798
H 0.486 0.658 1.592
H -1.517 -0.593 1.431
H -0.728 -1.616 -1.061
H -1.740 1.686 -0.132
H 0.292 2.298 -0.603

As for the multiplicity: 1. Its SMILES is C[C@@H]1[C@H](O)[C@@H]2O[C@H]12. The HOMO energy comes out at -0.324 Eh.


Here is a structure of composition C5H8O2 from OMol25. Energies are from ωB97M-V with the def2-TZVPD basis set.

Cartesian coordinates (Å):
C 1.800 -0.139 0.686
C 0.590 0.156 -0.135
C -0.139 -0.774 -1.066
C -0.846 -0.159 0.113
O -1.408 -0.933 1.108
C -1.100 1.316 -0.198
O 0.300 1.502 -0.514
H 2.724 -0.141 0.099
H 1.677 -1.121 1.154
H 1.886 0.610 1.479
H -0.405 -0.458 -2.072
H 0.102 -1.827 -0.943
H -2.054 -1.512 0.682
H -1.756 1.533 -1.049
H -1.372 1.947 0.655

As for the multiplicity: 1. The HOMO energy comes out at -0.335 Eh.


Relative energy (zero: lowest compared OMol25 entry of this formula, charge and spin) readings, ordered: 117.0 56.6 kcal per mole